a:
A 13-piece molecular cluster, C6H37NO12 overall. Source: OMol25; level of theory: ωB97M-V/def2-TZVPD.

Results
Orbital gap ... 0.28297 hartree

Atoms and positions in Å:
C  -1.95758  -3.35556  -2.00829
C  -1.16347  -2.66293  -0.92745
C  0.00471  -1.91032  -1.65739
C  1.05436  -1.31601  -0.76695
C  2.27157  -1.85661  -0.68487
N  3.37204  -1.48250  0.07222
C  0.82932  0.04169  -0.14013
H  -1.30854  -3.98037  -2.62428
H  -2.70005  -4.03688  -1.58594
H  -2.47963  -2.67596  -2.68241
H  -0.69321  -3.39907  -0.26471
H  -1.66159  -1.99083  -0.23534
H  0.54692  -2.71138  -2.15251
H  -0.53944  -1.10992  -2.16581
H  2.41513  -2.80302  -1.20420
H  3.23592  -0.74144  0.73107
H  4.02899  -2.20550  0.28778
H  -0.00640  0.64928  -0.47014
H  1.66350  0.70356  -0.34693
H  0.77342  -0.18196  0.93663
H  3.58849  2.49698  0.00520
H  3.24937  3.81348  -0.79915
O  3.15905  2.85943  -0.80463
H  -3.27920  2.19088  1.08322
H  -2.51230  1.69980  -0.08547
O  -3.15005  1.39301  0.57247
H  -1.84045  4.15681  -0.09255
H  -2.44583  3.89965  1.32603
O  -2.50998  4.43591  0.53443
H  1.30055  1.20030  2.48352
H  2.18991  1.22672  3.75246
O  2.20193  1.10776  2.80378
H  0.35341  2.23859  -2.14427
H  -0.34273  3.33818  -1.44489
O  -0.56041  2.53644  -1.93594
H  2.60498  1.68541  -2.24200
H  1.92657  0.29116  -2.63117
O  1.81039  1.24519  -2.58839
H  4.55773  1.12340  1.16949
H  3.67441  2.00178  2.10021
O  4.38242  2.00806  1.43094
H  -1.42265  0.02249  3.20771
H  -0.88498  0.45270  4.64794
O  -0.73821  0.50399  3.70826
H  -0.32087  0.03113  -3.57750
H  -0.23765  -0.96464  -4.89631
O  -0.74846  -0.50781  -4.24073
H  -4.87870  -1.04716  1.01290
H  -4.90297  0.38614  0.94731
O  -5.00161  -0.30697  1.62780
H  -1.66663  -0.52473  1.29199
H  -3.00083  -0.54829  1.71227
O  -2.18762  -1.06444  1.91137
H  -0.80583  -2.01334  2.86684
H  0.72526  -1.87631  2.44744
O  0.02750  -2.46602  2.72904

---

b:
A 12-piece molecular cluster, C6H37NO12 overall. Source: OMol25; level of theory: ωB97M-V/def2-TZVPD.

Results
Structure (SMILES) ... C[C@@H](O)CCN(C)C.O.O.O.O.O.O.O.O.O.O.O
Orbital gap ... 0.30661 hartree

Atoms and positions in Å:
C  3.68970  -1.27682  1.83966
C  2.21414  -1.29617  2.18610
O  1.85586  -0.18460  3.02113
C  1.36351  -1.23353  0.93117
C  1.31503  -2.55828  0.12630
N  0.77015  -2.33117  -1.20594
C  1.76321  -1.91056  -2.20571
C  -0.05045  -3.34435  -1.81385
H  4.22138  -1.49229  2.77697
H  4.04555  -1.98228  1.09560
H  4.02312  -0.25271  1.64464
H  1.98226  -2.12478  2.85736
H  1.96300  0.61613  2.49106
H  0.31201  -1.10220  1.17347
H  1.72641  -0.40489  0.31534
H  2.31144  -3.00467  0.08517
H  0.60919  -3.21309  0.64442
H  2.30598  -2.69100  -2.74862
H  2.46531  -1.18583  -1.77181
H  1.17151  -1.45207  -3.00645
H  -0.69162  -2.91084  -2.59934
H  -0.94448  -3.52781  -1.19017
H  0.47590  -4.22802  -2.18625
O  3.24854  1.10847  -1.66572
H  3.76545  1.66014  -1.07486
H  2.35647  1.46089  -1.70103
O  -1.08408  0.57297  2.44792
H  -0.52973  1.27848  2.79030
H  -0.57715  -0.06623  1.94531
O  -1.95875  -2.57379  3.58113
H  -2.17064  -1.92963  2.90328
H  -1.16235  -3.02638  3.29180
O  -4.37737  1.21981  2.43429
H  -3.72822  1.06758  1.74120
H  -3.83915  1.50263  3.18042
O  -3.28310  -0.61848  -1.14501
H  -4.03568  -0.16836  -0.73778
H  -3.58227  -1.53328  -1.06576
O  0.19516  4.20193  -2.06453
H  -0.56544  4.71040  -2.35894
H  0.86735  4.31539  -2.74042
O  -1.56023  1.35793  -1.31171
H  -2.03736  1.33616  -2.14277
H  -1.65997  0.46140  -0.95281
O  -0.70484  0.21689  -4.05788
H  -0.08183  0.57875  -3.42131
H  -1.58216  0.41855  -3.73987
O  -0.21210  3.60726  2.12736
H  -1.11936  3.73273  2.41790
H  -0.16581  4.07990  1.29066
O  -3.72212  3.22474  -0.24014
H  -4.27915  2.58149  0.19828
H  -2.85705  2.91617  -0.51673
O  0.88012  1.75796  -0.62022
H  0.41480  2.56193  -0.85260
H  0.24986  1.07739  -0.39998

---

Going by the energies, a is most stable and the next is 0.0249 hartree up.

---

a:
A 2-piece molecular cluster, C5H14N2O overall. Source: OMol25; level of theory: ωB97M-V/def2-TZVPD.

Results
<S²> ... 0.7701
Charge ... +1
2S+1 ... 2
Orbital gap (alpha / beta) ... 0.34170 / 0.21125 hartree

Atoms and positions in Å:
C  0.56270  0.61214  -2.00720
C  0.54797  1.11262  -0.55866
C  1.09014  0.00651  0.41348
C  0.29816  -0.97470  0.94942
N  0.68951  -2.11483  1.64367
C  -0.47306  -2.98992  2.22873
N  0.86740  -0.86511  -2.30688
H  -0.17104  0.77791  -2.79903
H  1.18316  1.31679  -2.49192
H  1.38698  1.98284  -0.66014
H  -0.43812  1.50599  -0.21947
H  2.14100  0.06331  0.78778
H  -0.80432  -1.06477  0.76557
H  1.52432  -2.14313  2.23822
H  -0.72298  -3.64393  1.26580
H  0.13465  -3.35372  3.16188
H  -1.30680  -2.25541  2.32253
H  1.15709  -1.42847  -1.51919
H  1.71215  -0.84101  -2.83414
H  -3.24556  3.73553  -0.68297
H  -2.21856  4.06565  0.32949
O  -2.92323  4.44277  -0.14707

---

b:
A 2-piece molecular cluster, C5H14N2O overall. Source: OMol25; level of theory: ωB97M-V/def2-TZVPD.

Results
<S²> ... 0.7679
Charge ... +1
2S+1 ... 2
Orbital gap (alpha / beta) ... 0.17478 / 0.16152 hartree

Atoms and positions in Å:
C  -2.19949  -1.69760  -1.00559
O  3.06862  -0.68783  -0.53097
C  -1.45067  -0.51339  -0.69477
C  0.03211  -0.70792  -0.36207
C  0.89632  0.54611  -0.50930
C  1.30454  1.29890  0.74408
N  0.19846  1.71800  1.66781
N  -2.11588  -0.02148  0.72477
H  3.80468  -0.88099  -1.14635
H  -3.16871  -1.60788  -1.48739
H  -1.60228  0.26349  -1.47257
H  0.38487  -1.47353  -1.03796
H  0.09391  -1.15593  0.66041
H  0.38000  1.27500  -1.15633
H  1.79630  0.44715  -1.15528
H  1.90411  2.19439  0.60236
H  1.92846  0.63783  1.37440
H  -0.37541  0.86889  1.68682
H  -0.46816  2.31286  1.18314
H  -1.49227  -2.51653  -1.22448
H  -2.39775  -1.00854  0.91811
H  -3.05225  0.40885  0.60483

---

Going by the energies, a is most stable and the next is 0.1136 hartree up.

---

a:
A 6-piece molecular cluster, H13O6 overall. Source: OMol25; level of theory: ωB97M-V/def2-TZVPD.

Results
Charge ... +1
Orbital gap ... 0.44745 hartree

Atoms and positions in Å:
O  -0.36500  -9.65600  -21.41500
H  -1.18000  -10.06000  -20.96000
H  -0.43100  -8.70500  -21.41100
H  0.47000  -9.86000  -20.85200
O  2.21800  -9.75400  -20.43800
H  2.35700  -8.84600  -20.13300
H  2.45200  -10.37000  -19.78600
O  -2.43900  -7.69700  -20.11300
H  -2.38000  -7.09800  -19.35500
H  -2.87000  -7.16700  -20.75100
O  0.41700  -6.89300  -21.81000
H  1.22000  -6.66400  -22.23800
H  -0.16400  -6.12400  -21.94400
O  -0.19300  -8.83200  -18.72400
H  -0.98400  -8.63000  -18.23900
H  0.36600  -8.06900  -18.63200
O  -2.02000  -11.21900  -19.93600
H  -2.86600  -10.65300  -19.78600
H  -2.30000  -12.02300  -19.47400

---

b:
A 6-piece molecular cluster, H13O6 overall. Source: OMol25; level of theory: ωB97M-V/def2-TZVPD.

Results
Charge ... +1
Orbital gap ... 0.40856 hartree

Atoms and positions in Å:
O  2.46943  0.15669  -6.05641
H  2.26840  0.75864  -6.72270
H  3.17770  -0.26610  -6.41112
O  1.40518  1.08054  -2.58804
H  1.11973  1.29427  -3.56705
H  2.31808  1.10100  -2.71659
O  0.31611  0.54274  -0.17562
H  0.48492  0.68942  -1.18947
H  1.27792  0.57698  0.19072
O  -2.22627  1.45891  4.00075
H  -1.90930  2.29088  3.80785
H  -1.84049  1.12358  4.81720
O  -1.45402  -2.98806  3.02634
H  -2.21362  -3.29852  2.58571
H  -1.54858  -3.18606  3.99145
O  -1.15003  -0.35355  1.83379
H  -1.51808  0.21749  2.47775
H  -0.94897  -1.18996  2.12560
H  -0.02809  -0.00889  0.56981

---

Going by the energies, a is most stable and the next is 0.0450 hartree up.

---

a:
A 6-piece molecular cluster, H13O6 overall. Source: OMol25; level of theory: ωB97M-V/def2-TZVPD.

Results
Charge ... +1
Orbital gap ... 0.44122 hartree

Atoms and positions in Å:
O  0.26832  0.50505  -0.40184
H  -0.45568  0.94605  -0.92284
H  0.63432  -0.42495  -0.50184
H  0.00432  0.53405  0.45816
O  -0.08368  -0.43695  2.18416
H  0.55332  -1.26595  2.15716
H  -0.64768  -0.46595  2.80816
O  -2.70968  0.56805  0.58416
H  -3.17568  1.20905  1.07616
H  -2.91568  -0.36095  0.75816
O  3.45232  -0.39395  -0.46484
H  3.33732  -1.16695  -0.95084
H  3.79132  0.11805  -1.17284
O  0.80332  -1.99495  -0.20884
H  0.79132  -2.56595  0.53016
H  1.46832  -2.31895  -0.62184
O  -1.46568  2.15005  -1.66284
H  -2.21968  2.62305  -1.14084
H  -1.43068  2.74205  -2.50684

---

b:
A 6-piece molecular cluster, H13O6 overall. Source: OMol25; level of theory: ωB97M-V/def2-TZVPD.

Results
Charge ... +1
Orbital gap ... 0.39110 hartree

Atoms and positions in Å:
O  0.41334  0.04652  -0.46050
H  -0.08011  0.15918  0.39732
H  0.08190  0.64537  -1.20307
H  1.41560  0.16485  -0.36281
O  3.01908  0.12380  0.17003
H  3.07437  0.96594  0.64746
H  3.67584  -0.45540  0.57967
O  -0.53292  1.56254  1.65940
H  -1.42174  1.93975  1.71383
H  -0.08257  1.87101  2.45649
O  -1.89630  -2.20153  -1.23655
H  -2.01449  -3.15296  -1.33411
H  -1.59835  -2.07076  -0.32212
O  -0.25153  1.67531  -2.40965
H  -1.12985  2.02629  -2.60840
H  0.25358  1.78396  -3.22674
O  -0.87981  -1.60526  1.47611
H  -1.61292  -1.24984  1.99876
H  -0.43310  -2.22876  2.06486

---

Going by the energies, b is most stable and the next is 0.0862 hartree up.